# 1
Computed, not measured: a 7-piece molecular cluster, C15H31Cl10NO overall, with ωB97M-V/def2-TZVPD.

Calculated values
Highest occupied orbital energy ... -10.406 eV
Kohn-Sham gap ... 10.7400 eV
LUMO level ... 0.0123 Eh
SMILES ... CCCC#N.ClCCCl.ClCCCl.ClCCCl.ClCCCl.ClCCCl.CO

```
58
Properties=species:S:1:pos:R:3:forces:R:3:lowdin_charge:R:1
C -2.707 -2.283 -4.352 0.792 -0.605 -0.431 -0.0965
C -2.976 -2.765 -2.938 -0.907 0.994 0.101 -0.2968
C -1.841 -3.467 -2.263 1.131 -0.892 -0.780 -0.2056
C -0.665 -2.590 -2.146 0.703 -0.161 0.364 -0.1793
N 0.280 -1.960 -1.950 -0.539 -0.149 -0.190 0.1933
H -1.916 -1.541 -4.397 0.620 -0.210 0.240 0.0699
H -3.487 -1.731 -4.850 -0.901 -0.257 0.187 0.0686
H -2.436 -3.155 -4.975 0.001 0.498 -0.014 0.0848
H -3.821 -3.439 -2.912 -0.372 -0.074 -0.038 0.1134
H -3.195 -1.905 -2.325 -0.500 0.251 0.215 0.0214
H -1.592 -4.348 -2.904 0.268 0.472 0.699 0.1375
H -2.059 -3.804 -1.242 -0.176 0.048 -0.370 0.0817
C 0.513 -0.045 0.967 -1.255 0.467 0.540 -0.1608
O 0.828 0.419 -0.320 0.641 -0.542 -1.045 -0.1865
H -0.369 0.532 1.320 0.193 -0.365 -0.189 0.0780
H 0.231 -1.110 0.999 0.407 0.352 0.067 0.0752
H 1.290 0.243 1.668 0.428 -0.491 0.233 0.0596
H 1.066 -0.347 -0.891 -0.466 0.610 0.392 0.0215
Cl -3.201 3.919 -0.759 0.336 -0.288 0.169 0.5290
C -2.078 2.562 -0.352 -0.691 0.206 0.154 -0.6692
C -2.025 1.540 -1.422 0.958 -1.290 -0.554 -0.6656
Cl -3.523 0.607 -1.630 -0.486 -0.028 0.193 0.5774
H -2.440 2.087 0.557 -0.041 0.249 0.128 0.0615
H -1.094 2.972 -0.174 0.205 0.209 -0.005 0.0360
H -1.240 0.796 -1.173 -0.403 0.505 -0.015 0.0542
H -1.802 1.897 -2.416 0.126 0.512 -0.079 0.0665
Cl -2.911 -2.133 0.768 0.077 -0.173 0.005 0.5857
C -3.053 -3.619 1.761 0.109 -0.286 -0.262 -0.6367
C -2.934 -3.297 3.209 0.692 -0.141 1.362 -0.6499
Cl -1.277 -2.759 3.692 0.017 -0.115 -0.291 0.5155
H -2.283 -4.358 1.472 -0.369 0.501 -0.058 0.0838
H -4.048 -4.022 1.565 0.135 -0.028 -0.013 0.0778
H -3.118 -4.166 3.861 -0.123 0.213 -0.516 0.0795
H -3.544 -2.475 3.542 -0.529 0.123 -0.190 0.0567
Cl 6.038 -0.363 1.114 -0.889 0.111 -0.100 0.5325
C 4.261 -0.441 0.797 -0.088 -1.562 -1.149 -0.6233
C 3.884 -1.523 -0.261 1.198 1.721 -0.790 -0.6900
Cl 3.599 -3.150 0.330 0.108 -0.153 0.262 0.5660
H 3.840 0.486 0.442 0.496 0.514 -0.108 0.0401
H 3.737 -0.720 1.674 -0.123 -0.039 1.239 0.0390
H 4.682 -1.512 -1.035 -0.495 -0.392 0.515 0.0762
H 2.992 -1.166 -0.768 -0.210 -0.223 0.080 0.0278
Cl -0.586 3.878 2.640 -0.510 0.094 0.121 0.5758
C 0.785 2.952 3.271 0.484 0.198 -1.046 -0.6998
C 1.636 3.762 4.181 0.575 0.347 -0.044 -0.6827
Cl 0.813 4.098 5.721 0.293 -0.083 0.104 0.5535
H 1.398 2.777 2.379 -0.131 -0.421 0.202 0.0314
H 0.430 2.042 3.719 -0.159 -0.381 0.096 0.0669
H 1.847 4.711 3.698 -0.051 0.195 0.102 0.0612
H 2.615 3.268 4.302 -0.545 0.037 0.484 0.0913
Cl 1.953 4.492 0.150 0.002 -0.277 -0.497 0.5736
C 2.780 3.112 -0.676 1.640 0.366 2.003 -0.6663
C 2.528 3.032 -2.099 -0.540 0.421 -2.628 -0.6504
Cl 3.525 1.763 -2.919 0.005 0.059 0.509 0.5444
H 2.488 2.231 -0.132 -0.205 -0.377 0.016 0.0249
H 3.862 3.287 -0.535 -0.502 -0.110 0.159 0.0837
H 2.805 3.965 -2.612 -0.216 -0.283 0.258 0.0790
H 1.514 2.766 -2.372 -0.218 0.119 0.204 0.0637
```
Positions in Å, forces in eV/Å.



# 2
Computed, not measured: C15H31Cl2ILiNNbO6P as an isolated structure, with ωB97M-V/def2-TZVPD.

Calculated values
Highest occupied orbital energy ... -7.794 eV
Kohn-Sham gap ... 6.1512 eV
LUMO level ... -0.0604 Eh

```
59
Properties=species:S:1:pos:R:3:forces:R:3:lowdin_charge:R:1
C -2.645 4.801 0.080 -0.162 -0.167 0.130 -0.0656
C -2.130 3.446 -0.365 -0.052 0.154 -0.125 -0.2715
O -3.053 2.438 0.071 0.198 0.251 0.211 -0.2065
P -2.820 0.892 -0.260 -0.728 -0.787 0.493 0.4085
O -3.809 0.073 0.473 0.379 0.400 -0.215 -0.2787
C -2.883 0.722 -2.029 -0.131 0.219 -0.609 -0.3435
C -1.612 0.906 -2.883 0.232 -0.061 -0.016 -0.4118
Nb 0.018 -0.665 -2.951 -1.153 1.980 -0.429 1.0672
I -1.170 -2.640 -1.291 -0.360 -0.840 0.191 0.0749
C 1.191 0.754 -4.146 0.129 -0.324 0.632 -0.3672
C 2.650 0.904 -3.687 -0.053 0.258 -0.217 -0.2353
C 3.515 -0.235 -4.165 0.146 -0.458 -0.619 -0.5865
O 3.653 -0.533 -5.326 -0.041 0.302 0.599 0.0918
O 4.208 -0.905 -3.214 -0.051 -0.050 0.004 0.0717
O -1.301 0.598 0.084 0.257 0.329 0.155 -0.3202
C -0.822 0.813 1.430 0.164 -0.293 -0.010 -0.2495
C -0.253 -0.496 1.982 -0.092 0.475 0.277 -0.0753
H -3.735 4.808 0.008 0.080 0.082 -0.099 0.0819
H -2.241 5.588 -0.557 0.025 0.017 0.078 0.0767
H -2.380 5.003 1.118 -0.013 0.033 -0.018 0.0750
H -1.141 3.250 0.053 0.025 -0.076 -0.051 0.1098
H -2.049 3.419 -1.453 -0.034 -0.064 -0.044 0.1032
H -3.617 1.496 -2.298 -0.109 -0.143 -0.047 0.0911
H -3.376 -0.234 -2.226 0.088 0.029 0.072 0.0647
H -1.131 1.863 -2.661 -0.024 0.034 -0.017 0.0147
H -1.947 0.981 -3.930 0.162 0.034 -0.062 0.0419
H 0.944 -0.127 -1.441 0.352 -0.967 -0.051 -0.0830
H 1.489 -1.742 -3.195 0.137 0.361 -0.219 -0.1037
H -0.666 -1.567 -4.389 0.501 -0.895 0.408 -0.1101
H 0.698 1.728 -4.060 -0.086 -0.090 -0.118 0.0415
H 1.166 0.430 -5.190 -0.105 -0.011 -0.016 0.0592
H 3.090 1.805 -4.132 -0.016 -0.051 -0.008 0.1198
H 2.712 1.021 -2.606 0.024 -0.018 -0.001 0.0714
H 3.762 -0.778 -2.367 0.039 0.036 0.041 0.0906
H -1.636 1.182 2.057 0.022 0.039 -0.063 0.1157
H -0.051 1.585 1.367 -0.049 -0.043 -0.047 0.1116
H 0.733 -0.333 2.422 -0.008 -0.103 -0.110 0.0675
H -0.186 -1.216 1.170 0.107 -0.071 0.114 -0.0042
H -0.901 -0.873 2.775 -0.013 -0.206 -0.152 0.0720
O -1.360 -0.811 -6.846 -0.018 0.181 -0.194 -0.0931
H -1.000 -1.687 -6.676 0.029 0.001 0.146 0.0068
H -2.291 -0.946 -7.041 -0.030 -0.059 -0.004 0.0267
Li -1.906 -5.228 -1.588 0.344 0.630 0.207 0.5876
N 3.031 -0.740 5.084 0.013 -0.025 -0.020 0.0534
C 2.696 0.547 5.043 -0.003 0.008 -0.045 -0.1640
C 1.852 1.151 5.964 -0.008 -0.007 0.003 -0.0753
C 1.325 0.375 6.984 0.002 -0.004 -0.011 -0.0821
C 1.665 -0.966 7.039 -0.002 0.008 -0.004 -0.0763
C 2.519 -1.472 6.069 -0.013 -0.009 0.009 -0.1599
H 3.125 1.121 4.229 -0.004 0.030 0.014 0.1027
H 1.615 2.203 5.879 0.005 0.010 -0.007 0.1001
H 0.662 0.808 7.721 -0.006 0.004 0.006 0.1046
H 1.279 -1.611 7.816 0.002 -0.012 0.006 0.0993
H 2.809 -2.517 6.083 -0.010 -0.009 0.015 0.1005
C 0.397 -5.781 2.094 -0.129 0.109 0.107 -0.9910
Cl 0.268 -5.899 0.319 0.035 -0.155 -0.203 0.4448
Cl -0.255 -4.266 2.698 -0.002 -0.006 -0.009 0.5470
H -0.155 -6.605 2.526 -0.019 -0.024 -0.019 0.0276
H 1.451 -5.838 2.332 0.032 0.015 -0.037 0.0311
```
Positions in Å, forces in eV/Å.



# 3
Computed, not measured: a 3-piece molecular cluster, C15H31FINO7S overall, with ωB97M-V/def2-TZVPD.

Calculated values
Highest occupied orbital energy ... -9.399 eV
Kohn-Sham gap ... 9.5747 eV
LUMO level ... 0.0065 Eh
SMILES ... CCOCCN(C[C@@H](C)I)S(=O)(=O)F.CCOC(C)=O.CCOC(C)=O

```
57
Properties=species:S:1:pos:R:3:forces:R:3:lowdin_charge:R:1
C -4.048 -3.348 4.084 0.277 0.404 -0.571 -0.0718
C -5.023 -2.160 4.395 0.246 -1.293 0.997 -0.2562
O -5.745 -1.682 3.265 0.913 -0.055 0.098 -0.1389
C -4.915 -1.397 2.159 0.080 1.049 -1.289 -0.1979
C -3.763 -0.372 2.502 -1.195 0.081 1.253 -0.1764
N -3.191 0.216 1.278 1.672 -0.203 -0.675 -0.2096
C -2.390 -0.727 0.452 1.128 0.058 -1.219 -0.2913
C -0.863 -0.802 0.782 0.388 -0.649 0.475 -0.7211
C -0.525 -1.348 2.207 -0.525 -0.017 0.144 -0.1794
I -0.040 -2.279 -0.630 -0.237 0.510 0.155 0.8564
S -2.415 1.690 1.580 -2.650 4.444 3.933 0.7548
O -3.481 2.711 1.745 2.071 -2.552 -1.480 -0.2935
O -1.544 1.734 2.768 -0.340 -1.224 -3.142 -0.2682
F -1.608 2.150 0.216 -1.340 -1.847 1.659 -0.1876
H -3.049 -2.951 3.781 -0.609 -0.386 0.306 0.0526
H -3.900 -4.025 4.954 -0.201 0.570 -0.537 0.0817
H -4.403 -3.943 3.212 0.019 0.276 0.776 0.0844
H -5.770 -2.538 5.129 0.261 0.447 -0.681 0.1225
H -4.457 -1.359 4.922 -0.372 -0.233 -0.469 0.1167
H -5.564 -0.891 1.406 0.356 -0.341 0.566 0.1415
H -4.530 -2.308 1.641 -0.105 0.416 0.674 0.1128
H -3.030 -0.839 3.189 -0.076 0.377 -0.626 0.0984
H -4.261 0.449 3.071 0.375 -0.508 -0.419 0.1418
H -2.502 -0.395 -0.607 0.128 -0.269 0.729 0.1116
H -2.775 -1.770 0.481 -0.126 0.898 0.364 0.1014
H -0.298 0.127 0.561 -0.488 -0.585 0.065 0.0615
H -0.572 -0.573 3.003 -0.036 -0.226 -0.703 0.0690
H -1.303 -2.108 2.467 0.797 0.265 -0.185 0.0623
H 0.483 -1.810 2.258 -0.737 0.294 -0.153 0.0584
O 2.335 2.349 -0.525 0.156 0.052 -0.201 0.1027
C 1.947 3.437 -0.857 -0.227 -0.006 0.468 -0.5268
O 2.720 4.204 -1.644 0.360 -0.183 -0.415 -0.0014
C 2.278 5.422 -2.250 -0.053 0.260 0.092 -0.2363
C 2.447 6.598 -1.312 -0.019 -0.001 0.187 -0.0661
C 0.651 3.993 -0.333 -0.352 0.025 -0.446 0.0176
H 1.255 5.326 -2.620 -0.005 -0.027 0.102 0.1134
H 2.910 5.565 -3.127 0.058 -0.196 0.065 0.1217
H 1.840 6.486 -0.413 -0.068 0.030 -0.073 0.0678
H 2.164 7.528 -1.807 0.012 -0.026 -0.003 0.0815
H 3.486 6.676 -0.986 -0.008 0.003 -0.105 0.0839
H 0.825 4.450 0.642 -0.001 -0.007 -0.032 0.1062
H -0.053 3.175 -0.224 0.439 0.175 0.120 0.0510
H 0.181 4.717 -0.997 0.106 0.157 0.126 0.0767
O 2.242 -4.570 -2.983 -0.071 0.327 0.034 0.0855
C 3.210 -3.864 -3.090 0.136 -0.373 -0.185 -0.5411
O 3.059 -2.553 -3.328 -0.444 0.238 0.182 -0.0171
C 4.127 -1.599 -3.281 0.217 0.114 -0.151 -0.2286
C 4.861 -1.529 -4.604 0.025 -0.169 -0.119 -0.0660
C 4.599 -4.446 -3.056 0.325 0.041 0.520 0.0093
H 4.795 -1.801 -2.442 -0.015 -0.088 -0.047 0.1153
H 3.658 -0.637 -3.077 -0.167 -0.147 0.050 0.1253
H 5.334 -2.480 -4.853 0.067 0.043 0.062 0.0662
H 5.631 -0.757 -4.575 -0.030 -0.005 0.015 0.0818
H 4.164 -1.300 -5.412 -0.002 0.075 0.074 0.0838
H 4.857 -4.809 -4.051 -0.006 0.028 0.024 0.0966
H 4.603 -5.282 -2.358 -0.129 -0.084 -0.183 0.0913
H 5.360 -3.750 -2.711 0.024 0.042 -0.205 0.0698
```
Positions in Å, forces in eV/Å.



# 4
Computed, not measured: C15H31HfNO2P2 as an isolated structure, with ωB97M-V/def2-TZVPD.

Calculated values
Highest occupied orbital energy (spin up / spin down) ... -13.218 / -13.209 eV
Kohn-Sham gap (spin up / spin down) ... 4.8703 / 4.8612 eV
Total charge ... +2
LUMO level (spin up / spin down) ... -0.3068 / -0.3068 Eh

```
52
Properties=species:S:1:pos:R:3:forces:R:3:lowdin_charge:R:1
P -1.502 4.805 -1.028 0.031 3.311 0.361 0.9207
P -1.190 2.734 -3.695 -2.905 0.977 -2.559 0.7486
C -1.488 5.437 -2.792 0.429 0.089 0.132 -0.3829
C -1.984 4.357 -3.789 -0.203 0.596 -0.026 -0.3533
H -0.451 5.766 -2.974 -0.202 -0.105 -0.400 0.0825
H -2.128 6.336 -2.857 0.381 -0.497 -0.202 0.0945
H -3.057 4.142 -3.639 0.273 0.200 -0.065 0.1068
H -1.834 4.674 -4.827 -0.292 0.130 0.073 0.1105
C 0.298 2.750 -4.807 0.666 0.268 -0.240 -0.2319
H 0.999 2.019 -4.315 -0.214 -0.253 -1.417 0.0018
H 0.915 3.671 -4.971 -0.689 -0.417 0.253 0.1019
H 0.024 2.370 -5.830 0.269 0.147 1.122 0.1276
C -2.193 1.568 -4.549 -0.441 -0.422 -0.336 -0.1901
H -2.216 1.957 -5.577 -0.361 -0.370 0.148 0.0849
H -3.176 1.568 -4.078 -0.001 -0.209 -0.191 0.0558
H -1.736 0.575 -4.511 -0.200 0.074 -0.074 0.0879
C -0.291 5.779 0.006 0.164 -0.049 -0.423 -0.2474
H -0.334 5.285 0.992 0.188 0.179 -0.306 0.0503
H -0.585 6.843 0.149 0.346 -0.763 -0.318 0.0699
H 0.721 5.681 -0.416 -0.126 0.231 0.384 0.0247
C -2.892 6.007 -0.499 -1.086 -0.198 0.600 -0.2231
H -3.897 5.688 -0.798 0.378 0.044 -0.122 0.0377
H -2.751 7.039 -0.877 0.510 -0.739 -0.184 0.0739
H -2.952 6.111 0.595 0.316 -0.317 -0.354 0.0606
Hf 0.668 2.734 -2.334 4.062 -1.254 3.061 1.4986
C -3.983 1.030 -1.499 -1.212 -1.923 0.574 -0.1196
C -2.766 0.741 -1.060 1.833 0.056 -1.168 -0.0975
C -1.956 1.853 -0.463 -1.214 0.546 0.604 -0.2958
C -2.201 2.166 1.047 1.858 -0.446 -1.257 -0.1502
C -2.994 3.413 1.248 0.395 -0.020 0.700 -0.1772
C -4.279 3.556 0.870 -1.237 0.460 -0.159 -0.0891
C -4.656 3.357 -0.589 -0.338 -1.203 0.922 -0.2007
C -5.006 1.868 -0.797 -1.168 1.225 -1.598 -0.1627
C 1.403 0.630 -2.220 -0.369 0.171 0.449 -0.2325
H -4.440 0.384 -2.257 0.159 -0.360 0.555 0.1154
H -2.250 -0.177 -1.353 -0.153 0.245 -0.311 0.1151
H -2.335 2.734 -1.011 0.616 -0.957 0.591 -0.0410
H -0.853 1.897 -0.681 -0.009 -0.729 -0.002 0.0275
H -2.641 1.257 1.519 -0.015 0.874 -0.224 0.1442
H -1.234 2.326 1.567 -0.435 -0.236 -0.272 0.1180
H -2.416 4.177 1.749 -0.787 -0.223 1.988 0.0907
H -5.137 3.675 1.601 1.171 1.620 -0.900 0.1535
H -3.810 3.719 -1.228 -1.044 -0.476 0.327 0.0492
H -5.550 3.975 -0.811 0.563 -0.252 0.186 0.1326
H -5.415 1.457 0.151 0.744 -0.173 -0.557 0.1468
H -5.866 1.844 -1.474 -0.095 -0.003 0.159 0.1115
H 1.694 0.216 -3.205 -0.047 0.268 0.343 0.0320
H 0.761 -0.137 -1.735 0.155 0.499 -0.173 0.0257
H 2.342 0.675 -1.619 -0.346 0.029 -0.284 0.0382
O 2.114 4.321 -2.271 0.349 -0.893 -1.097 -0.2667
N 3.032 3.838 -3.123 -0.691 -0.236 0.641 -0.0216
O 2.721 2.703 -3.513 0.024 1.481 1.044 -0.1566
```
Positions in Å, forces in eV/Å.



Here are the calculated strongest force on any atom numbers, same order: 2.7 2.3 6.5 5.2 (eV Å⁻¹).